1.
A gas-phase ion, C5H10ClN2O2 (charge -1), computed with ωB97M-V/def2-TZVPD.

E_HOMO	-0.1664	hartree
ΔE to the lowest compared entry with this formula, charge and spin	261.6	kJ/mol
calculated total energy	-916.62611	Eh
LUMO level	3.3	eV
largest force on an atom	5.74	eV/A
charge	-1
frontier orbital gap	7.809	eV

Last column: Löwdin charge in e.
Positions of all 20 atoms, in Å:
C (-1.992, -0.689, -0.450)  -0.055
C (0.519, 1.529, 0.185)  -0.100
C (1.950, -0.519, 0.166)  -0.123
C (-0.533, -0.867, 0.119)  -0.444
C (0.598, 0.017, -0.369)  -0.826
N (-0.568, -0.797, 1.575)  0.057
N (-1.146, -1.782, 2.093)  -0.571
O (-1.355, -1.828, 3.335)  -0.116
O (-1.535, -2.745, 1.425)  -0.100
Cl (0.687, 0.022, -2.174)  0.599
H (-2.380, 0.219, 0.078)  0.079
H (-2.113, -0.748, -1.469)  0.016
H (-2.480, -1.462, 0.238)  0.080
H (-0.242, 2.090, -0.267)  0.028
H (1.469, 2.153, -0.020)  0.088
H (0.333, 1.380, 1.262)  0.071
H (2.164, -1.332, -0.531)  0.053
H (2.748, 0.220, 0.022)  0.070
H (1.953, -0.964, 1.134)  0.068
H (-0.193, -1.840, -0.301)  0.127

Cartesian forces (eV/Å) of the 6 atoms listed first:
C 0.6475 0.4078 5.6899
C 1.8355 -1.2769 -0.2374
C 0.0176 -0.4057 -2.3002
C -0.4872 -0.9663 -1.2261
C 1.0266 2.9723 2.0570
N 1.1738 1.9288 -1.2859

---

2.
A molecular structure, C5H10ClN2O2Sr, computed with ωB97M-V/def2-TZVPD.

E_HOMO	-0.4408	hartree
calculated total energy	-947.17345	Eh
LUMO level	-5.6	eV
largest force on an atom	3.90	eV/A
charge	+1
frontier orbital gap	6.440	eV

Last column: Löwdin charge in e.
Positions of all 21 atoms, in Å:
C (-0.306, -0.154, -2.282)  -0.116
C (-1.263, 0.515, -1.279)  -0.217
C (-1.434, -0.277, 0.025)  -0.191
N (-0.202, -0.743, 0.658)  0.021
C (0.655, 0.193, 1.234)  -0.687
N (0.010, 1.302, 1.827)  0.096
Cl (2.059, 0.851, 0.073)  0.466
C (1.584, -0.615, 2.206)  -0.716
O (1.780, -0.221, 3.327)  0.109
O (2.068, -1.637, 1.572)  -0.205
H (-0.118, -1.199, -2.026)  0.064
H (-0.780, -0.185, -3.258)  0.078
H (0.628, 0.392, -2.407)  0.034
H (-2.240, 0.521, -1.757)  0.111
H (-1.015, 1.559, -1.104)  0.101
H (-1.987, -1.174, -0.254)  0.128
H (-2.077, 0.240, 0.726)  0.115
H (0.286, -1.385, 0.057)  0.089
H (-0.218, 2.042, 1.178)  0.085
H (-0.804, 1.025, 2.354)  0.115
Sr (3.374, -1.049, -0.868)  1.521

Cartesian forces (eV/Å) of the 6 atoms listed first:
C -0.2682 0.2124 -0.1050
C -0.0855 -0.2541 -0.0219
C -0.0950 -0.4047 -0.8419
N -0.1815 1.5954 -1.0290
C -2.0382 -1.9139 2.7260
N 0.7569 0.6830 -0.5560

---

3.
A single C5H10ClNO molecule, computed with ωB97M-V/def2-TZVPD.

E_HOMO	-0.3195	hartree
ΔE to the lowest compared entry with this formula, charge and spin	301.5	kJ/mol
calculated total energy	-786.59752	Eh
LUMO level	0.9	eV
largest force on an atom	7.34	eV/A
frontier orbital gap	9.615	eV

Last column: Löwdin charge in e.
Positions of all 18 atoms, in Å:
C (-1.091, 1.820, 0.155)  -0.062
C (-1.197, 0.314, -0.064)  -0.407
C (-0.911, -0.712, 1.169)  -0.116
C (-0.028, -0.884, -0.686)  -0.338
C (1.406, -0.305, -1.011)  -0.561
H (-1.200, 2.347, -0.818)  0.083
H (-0.138, 2.289, 0.628)  0.094
H (-1.975, 2.128, 0.648)  0.046
H (-2.660, -0.915, -0.516)  0.064
H (-3.316, 0.642, -0.170)  0.129
H (-1.770, -1.398, 1.404)  0.126
H (-0.451, -0.324, 2.058)  0.103
H (-0.527, -1.209, -1.577)  0.127
H (1.404, 0.424, -1.846)  0.082
H (1.883, -1.338, -1.100)  0.096
N (-2.494, 0.075, -0.608)  0.020
O (-0.118, -1.588, 0.417)  -0.094
Cl (2.240, 0.478, 0.284)  0.605

Cartesian forces (eV/Å) of the 6 atoms listed first:
C 2.6277 0.7378 -1.1312
C 1.4506 -2.1183 1.7971
C -2.1679 -0.0726 -0.2837
C -0.6052 7.0112 -2.0748
C -1.4224 -2.7943 -0.5691
H 0.2610 -0.4814 0.2555

---

What did the third record say?
A single C5H10ClNO molecule, computed with ωB97M-V/def2-TZVPD.

E_HOMO	-0.3195	hartree
ΔE to the lowest compared entry with this formula, charge and spin	301.5	kJ/mol
calculated total energy	-786.59752	Eh
LUMO level	0.9	eV
largest force on an atom	7.34	eV/A
frontier orbital gap	9.615	eV

Last column: Löwdin charge in e.
Positions of all 18 atoms, in Å:
C (-1.091, 1.820, 0.155)  -0.062
C (-1.197, 0.314, -0.064)  -0.407
C (-0.911, -0.712, 1.169)  -0.116
C (-0.028, -0.884, -0.686)  -0.338
C (1.406, -0.305, -1.011)  -0.561
H (-1.200, 2.347, -0.818)  0.083
H (-0.138, 2.289, 0.628)  0.094
H (-1.975, 2.128, 0.648)  0.046
H (-2.660, -0.915, -0.516)  0.064
H (-3.316, 0.642, -0.170)  0.129
H (-1.770, -1.398, 1.404)  0.126
H (-0.451, -0.324, 2.058)  0.103
H (-0.527, -1.209, -1.577)  0.127
H (1.404, 0.424, -1.846)  0.082
H (1.883, -1.338, -1.100)  0.096
N (-2.494, 0.075, -0.608)  0.020
O (-0.118, -1.588, 0.417)  -0.094
Cl (2.240, 0.478, 0.284)  0.605

Cartesian forces (eV/Å) of the 6 atoms listed first:
C 2.6277 0.7378 -1.1312
C 1.4506 -2.1183 1.7971
C -2.1679 -0.0726 -0.2837
C -0.6052 7.0112 -2.0748
C -1.4224 -2.7943 -0.5691
H 0.2610 -0.4814 0.2555

---

- Look up the frontier orbital gap of the second one.
  6.440 eV

---

- Which of these has the lowest largest force on an atom?
  C5H10ClN2O2Sr